1 | # C17H12Cl5IrN2O2S2

C17H12Cl5IrN2O2S2 as an isolated structure (the ωB97M-V functional and the def2-TZVPD basis, OMol25).

Element x y z (Å)
Cl1 -1.53149 -1.01205 3.56059
C1 -4.07211 2.61828 2.86771
Cl2 -3.01581 0.33343 5.97766
C2 2.17893 -3.74685 -1.26745
H1 3.20076 3.66531 -3.33834
N1 0.18829 -2.39643 -1.63083
H2 -0.40716 -1.82215 -2.21947
Cl3 -5.00413 4.01846 2.57579
O1 -1.21362 1.90940 -3.20021
C3 -2.61640 0.84613 2.00750
Cl4 -3.43769 2.59885 0.21688
C4 1.42167 2.57976 -2.84858
Ir1 -1.66740 0.02823 0.30520
C5 1.58386 -2.54978 -2.00071
Cl5 -4.79308 2.83200 5.44859
C6 -3.96743 2.08663 4.16169
C7 0.77296 1.75741 -1.93695
S1 -1.91399 -2.40948 -0.00271
C8 -0.63879 1.28652 -2.33892
H3 0.91283 2.83791 -3.76370
O2 -1.03563 0.23556 -1.73097
H4 3.25074 -3.79712 -1.44768
C9 -0.26535 -2.72920 -0.43473
C10 3.33473 2.74031 -1.40686
C11 2.69891 1.94253 -0.48236
C12 -2.51719 0.36239 3.31337
H5 1.64259 -2.68604 -3.08075
H6 1.72789 -4.66749 -1.63634
N2 0.49449 -3.37012 0.43844
C13 2.70148 3.05415 -2.60297
H7 2.47656 -2.75525 0.63393
C14 -3.17225 0.95551 4.39313
H8 2.12993 -1.63592 -1.73873
C15 -3.39081 1.99345 1.82800
H9 3.17081 1.70208 0.45782
H10 0.08904 -3.60453 1.33460
S2 0.83130 0.37239 0.52658
C16 1.41405 1.42200 -0.73205
C17 1.91086 -3.60039 0.22581
H11 2.19925 -4.50125 0.76623
H12 4.32839 3.10534 -1.19822

Total charge = +1
2S+1 = 2
HOMO-LUMO gap (alpha / beta) = 0.1749 / 0.1988 Ha

2 | # C17H12Cl5IrN2O2S2

C17H12Cl5IrN2O2S2 as an isolated structure (the ωB97M-V functional and the def2-TZVPD basis, OMol25).

Element x y z (Å)
C1 0.37520 -2.39392 -1.61958
H1 -2.08352 -1.68652 -3.04957
Ir1 1.96698 0.21384 -0.71576
C2 2.69995 -0.32824 3.93830
H2 1.23311 4.94033 0.06207
S1 1.95569 2.42459 -0.57980
O1 -2.05508 0.42648 -1.29331
C3 1.90220 0.00405 1.26826
C4 -2.07112 4.25830 0.18026
H3 -3.23989 -3.56892 -1.98346
C5 -0.89745 4.98948 0.28331
H4 -1.76265 -4.53047 -1.97150
C6 0.34824 3.03229 -0.38754
H5 -0.91820 6.02565 0.59150
C7 -1.60081 -2.66501 -3.03137
C8 3.21772 -0.02986 1.66281
C9 0.94035 -0.16090 2.24797
Cl1 4.24330 0.13351 0.22491
H6 -2.01675 -3.56602 0.25986
C10 0.30765 4.38440 -0.01337
Cl2 3.17737 -0.50704 5.57006
H7 0.42602 -2.21440 -3.59509
O2 0.10353 0.18053 -1.35045
C11 -0.84275 2.29757 -0.53142
Cl3 0.16360 -0.50716 4.80698
H8 -1.73440 -3.14968 -3.99585
H9 -3.02103 4.72321 0.40711
Cl4 5.35051 -0.20572 3.27874
C12 1.34684 -0.32075 3.58458
H10 -2.95457 2.37412 -0.36819
S2 2.08935 -2.00426 -1.46555
C13 -2.03991 2.93508 -0.23928
C14 -1.77718 -2.89815 -0.56470
C15 -2.15599 -3.51482 -1.90136
Cl5 -0.73979 -0.19050 1.86674
H11 0.13465 -2.54942 0.34302
C16 3.67573 -0.18813 2.94859
H12 -2.28945 -1.94496 -0.41666
N1 -0.16297 -2.46762 -2.81869
C17 -0.96292 0.91084 -1.08973
N2 -0.33156 -2.66181 -0.54282

Total charge = +1
2S+1 = 2
HOMO-LUMO gap (alpha / beta) = 0.2875 / 0.2126 Ha

3 | # C17H12Cl5IrN2O2S2

C17H12Cl5IrN2O2S2 as an isolated structure (the ωB97M-V functional and the def2-TZVPD basis, OMol25).

Element x y z (Å)
Cl1 -5.02091 -0.26800 2.97165
C1 -4.76107 -0.86865 0.33381
C2 3.08740 1.00674 2.61117
Cl2 -4.89428 -1.44872 -2.26665
C3 -2.03350 -0.13981 0.31690
H1 -0.42925 1.50189 -4.84480
H2 -2.02748 1.66683 -3.06887
Cl3 -1.69414 -0.67717 -2.30549
C4 4.36499 1.31950 3.07159
C5 2.59937 -0.29464 2.75769
C6 5.14715 0.37033 3.69779
H3 6.12914 0.62873 4.06911
H4 5.26072 -1.67865 4.33103
S1 1.61645 0.76824 -0.53987
Cl4 -6.40328 -1.34701 0.37942
H5 3.03960 -2.27123 3.48336
H6 -2.66125 0.58162 -4.20910
H7 1.42886 1.63604 -3.47333
Ir1 -0.13312 0.58502 1.09296
N1 0.70399 1.01112 -3.14834
C7 2.26669 2.09001 1.99298
S2 1.07480 -0.99113 2.17179
H8 4.71554 2.33413 2.93389
C8 -1.53544 -2.11022 -2.92379
C9 -4.02136 -0.94098 -0.83874
H9 -0.19313 -0.26806 -4.55098
H10 0.76488 -1.96156 -2.18828
C10 0.73711 0.47067 -1.92056
O1 0.95011 1.89110 2.12791
N2 -0.34325 -0.32124 -1.83550
C11 -1.87971 0.65027 -3.45096
O2 2.72175 3.07596 1.47260
C12 -4.15851 -0.40029 1.51649
C13 -0.43543 0.69890 -4.11414
C14 3.40164 -1.25560 3.37742
C15 4.65726 -0.92089 3.84846
H11 -1.63552 -3.04235 -3.45565
Cl5 -1.90365 0.57648 2.79220
H12 -3.00844 -1.03335 -2.82139
C16 -2.66672 -0.58448 -0.83709
C17 -2.82801 -0.03953 1.44331

Total charge = +1
2S+1 = 2
HOMO-LUMO gap (alpha / beta) = 0.1693 / 0.1547 Ha

Tell me which of them is the least stable. Sure, it is 3.

1 | # C2H5NO4

One molecule with the formula C2H5NO4 (the ωB97M-V functional and the def2-TZVPD basis, OMol25).

Element x y z (Å)
H1 0.20708 -2.10105 -1.21914
H2 1.43996 0.50141 2.04106
O1 -0.61201 0.77856 0.60093
C1 -1.45851 0.42935 -0.39195
N1 -0.53857 -1.78153 -0.59990
C2 0.82937 0.84354 0.26310
O2 1.49878 0.03183 1.18897
O3 -2.58389 0.88623 -0.51443
H3 -0.06695 -1.48414 0.26048
O4 -0.93472 -0.53170 -1.25954
H4 1.11628 1.89143 0.37967
H5 1.10318 0.53606 -0.74926

Total charge = 0
SMILES string = NOC(=O)OCO
HOMO-LUMO gap = 0.3875 Ha

2 | # C2H5NO4

A 2-piece molecular cluster, C2H5NO4 overall (the ωB97M-V functional and the def2-TZVPD basis, OMol25).

Element x y z (Å)
O1 3.13956 -0.09525 0.17978
O2 -3.36853 0.15676 0.71240
H1 -2.63412 0.69986 0.42145
H2 1.48061 1.06381 0.64585
C1 -0.33280 -0.24493 -0.12379
O3 -0.49986 0.96491 0.03175
H3 1.95342 1.05192 -1.02334
H4 -3.12297 -0.64936 0.23723
N1 1.07085 -0.61577 -0.18366
C2 2.01064 0.38161 -0.12985
H5 1.39383 -1.53019 -0.46647
O4 -1.09062 -1.18339 -0.30134

Total charge = 0
HOMO-LUMO gap = 0.1993 Ha

3 | # C2H5NO4

A 2-piece molecular cluster, C2H5NO4 overall (the ωB97M-V functional and the def2-TZVPD basis, OMol25).

Element x y z (Å)
O1 -1.74694 -0.48811 1.77200
H1 0.13332 -2.29161 -0.98769
O2 0.54101 -1.57180 -1.48293
H2 1.95767 1.22403 0.38928
C1 0.88285 1.13168 0.17359
O3 -1.74761 0.65207 -0.12289
H3 0.97486 -2.02838 -2.21247
C2 -1.21313 0.15567 0.95654
N1 0.16910 0.48191 1.11797
H4 -1.03306 1.03595 -0.65757
O4 0.40080 1.61860 -0.82945
H5 0.68114 0.07998 1.88362

Total charge = 0
SMILES string = O=CNC(=O)O.O
HOMO-LUMO gap = 0.4194 Ha

Tell me which of them is the least stable. Sure, it is 2.

1 | # C5H10N2O

One molecule with the formula C5H10N2O (the ωB97M-V functional and the def2-TZVPD basis, OMol25).

Element x y z (Å)
H1 1.97491 1.75215 1.15718
N1 -1.67837 -0.84406 1.42120
O1 -0.58117 1.50311 -0.00293
C1 0.43300 0.79565 0.02468
C2 0.39486 -0.90225 0.11656
C3 1.81645 1.38992 0.13699
H2 0.21699 -0.94584 2.26732
H3 -2.08784 -0.11913 1.99569
H4 2.61124 0.68814 -0.11315
H5 -1.59850 0.44101 -1.16668
H6 1.40823 -1.27904 0.20604
H7 -2.23308 -1.04353 0.59862
C4 -0.03647 -0.79885 -1.25203
H8 1.88502 2.25380 -0.52797
N2 -1.36691 -0.47976 -1.57982
H9 -1.49496 -0.41800 -2.58221
H10 0.67706 -0.99882 -2.04050
C5 -0.34045 -0.99451 1.34103

Total charge = 0
HOMO-LUMO gap (alpha / beta) = 0.2578 / 0.2577 Ha

2 | # C5H10N2O

One molecule with the formula C5H10N2O (the ωB97M-V functional and the def2-TZVPD basis, OMol25).

Element x y z (Å)
H1 0.88517 -0.62932 -2.42638
H2 1.49905 -0.67178 0.43317
H3 -0.53300 1.22325 -0.92908
H4 0.92529 1.70937 0.15401
C1 0.75736 -0.36631 -0.35464
H5 -1.36599 -0.69789 -2.03660
H6 -0.36678 1.24358 3.47460
N1 -1.28501 -1.50223 -1.34848
C2 0.05564 1.09368 2.44508
C3 -0.35537 -1.44003 -0.38189
H7 1.80482 0.61040 -1.72536
N2 1.39260 -0.31069 -1.63493
O1 -0.23294 -2.35497 0.41931
H8 -1.70917 1.14693 1.38738
C4 -0.62770 0.99645 1.33925
C5 0.07282 0.93515 -0.00772
H9 1.13213 1.16070 2.38407
H10 -2.04893 -2.14631 -1.19180

Total charge = 0
SMILES string = C=CC[C@H](N)C(N)=O
HOMO-LUMO gap = 0.3660 Ha

Tell me which of them is the least stable. Sure, it is 1.

1 | # C5H10N2O

One molecule with the formula C5H10N2O (the ωB97M-V functional and the def2-TZVPD basis, OMol25).

Element x y z (Å)
C1 0.95412 1.22608 0.06082
C2 0.81891 -0.38708 0.43473
H1 1.85919 1.29002 -0.68701
H2 -2.13264 -0.28041 1.90788
H3 1.99956 -2.11132 -0.14477
N1 -1.03952 -0.08986 1.50759
H4 -2.77777 -0.41911 -0.74691
C3 -0.65133 0.36846 -0.99595
N2 1.64796 -1.15778 -0.35862
H5 0.10214 0.16895 -1.86094
C4 -0.57411 -0.63598 0.28935
H6 -2.02841 -1.26068 -1.71778
H7 1.03520 -0.26184 1.66365
O1 -0.29994 1.67435 -0.44923
H8 2.34649 -0.21799 -0.60335
H9 1.23212 1.83647 0.94380
H10 -0.79027 0.98233 1.62258
C5 -1.70171 -0.72460 -0.86583

Total charge = 0
SMILES string = N[C@H]1CO[C@@H]2C[C@@]12N
HOMO-LUMO gap = 0.3280 Ha

2 | # C5H10N2O

One molecule with the formula C5H10N2O (the ωB97M-V functional and the def2-TZVPD basis, OMol25).

Element x y z (Å)
C1 0.51458 -0.12824 0.97339
H1 0.48769 -1.12564 2.83194
C2 0.35782 -1.35682 -1.25662
H2 0.40936 -2.19911 1.33776
N1 1.80628 0.22262 -1.13792
H3 -2.57483 1.30102 -1.12141
C3 0.58100 -0.11456 -0.53738
H4 -0.28732 1.09934 -1.95236
H5 0.54036 -1.36715 -2.32032
C4 -1.75192 1.11927 -0.42884
H6 -1.49550 2.05159 0.08437
H7 -2.07925 0.40034 0.32257
C5 0.43839 -1.20482 1.75256
H8 2.39893 0.68899 -0.45097
H9 0.68841 1.13807 2.40780
N2 -0.61112 0.57135 -1.14758
H10 -0.05221 -2.25020 -0.80184
O1 0.62933 1.15397 1.44484

Total charge = 0
HOMO-LUMO gap (alpha / beta) = 0.3413 / 0.2657 Ha

3 | # C5H10N2O

One molecule with the formula C5H10N2O (the ωB97M-V functional and the def2-TZVPD basis, OMol25).

Element x y z (Å)
C1 -1.99819 1.36432 1.17934
H1 0.02564 -2.38217 0.77402
C2 -1.19203 1.71013 -0.05670
H2 -2.58428 2.23423 1.46365
O1 -1.26031 2.80593 -0.58466
H3 2.99441 -0.95203 -1.73357
H4 -1.19050 -1.17462 1.46993
H5 -1.34548 1.08262 2.00630
H6 0.71621 -1.66090 -1.65828
C3 -0.40676 -1.39293 0.76854
H7 2.63003 -1.58547 -0.10698
N1 0.97514 -0.79229 -1.19741
C4 0.03223 -0.48642 -0.10708
N2 -0.26697 0.80181 -0.49538
C5 2.39846 -0.80301 -0.83393
H8 2.64150 0.16468 -0.39742
H9 0.48345 0.55038 -1.46718
H10 -2.65255 0.51574 0.97681

Total charge = 0
SMILES string = C=C(NC)NC(C)=O
HOMO-LUMO gap = 0.3393 Ha

Tell me which of them is the least stable. Sure, it is 1.